#a
Here is a cluster of 7 separate species, H14O7 in total from OMol25. Energies are from the ωB97M-V functional and the def2-TZVPD basis.

The SMILES is O.O.O.O.O.O.O. The value obtained for the frontier orbital gap is 10.3321 eV.

ORCA input file:
```
! wB97M-V def2-TZVPD RIJCOSX def2/J DEFGRID3
* xyz 0 1
O -3.8970 -9.2900 13.4540
H -3.7750 -8.5580 12.8610
H -4.2510 -9.8940 12.8060
O -2.5860 -6.1830 16.3350
H -2.4780 -5.2730 16.6100
H -2.7780 -6.0420 15.4430
O -5.2500 -7.6150 15.0800
H -4.7140 -8.3450 14.7310
H -6.1010 -8.0210 15.0820
O 0.2610 -5.6070 16.8020
H -0.6130 -5.9870 17.0010
H 0.3200 -4.7460 17.1630
O -1.6110 -8.1540 14.6810
H -2.4400 -8.5480 14.3820
H -1.6890 -7.7760 15.5370
O 0.3760 -10.1670 13.8630
H 0.7910 -9.7840 13.0710
H -0.1070 -9.3480 14.1000
O -0.0180 -7.5830 12.4470
H -0.5600 -8.1460 11.8790
H -0.6850 -7.4880 13.1250
*
```

Results of the Mulliken charge analysis, in e, for atoms 1 through 8: atom 1 (O): -0.72, atom 2 (H): 0.34, atom 3 (H): 0.27, atom 4 (O): -0.67, atom 5 (H): 0.31, atom 6 (H): 0.30, atom 7 (O): -0.62, atom 8 (H): 0.36

#b
Here is a cluster of 7 separate species, H14O7 in total from OMol25. Energies are from the ωB97M-V functional and the def2-TZVPD basis.

The SMILES is O.O.O.O.O.O.O. The value obtained for the frontier orbital gap is 10.3078 eV.

ORCA input file:
```
! wB97M-V def2-TZVPD RIJCOSX def2/J DEFGRID3
* xyz 0 1
O 2.3415 1.2300 3.3983
H 2.8132 1.2915 2.5677
H 1.7120 0.5214 3.2649
O -0.0839 -0.0706 0.0567
H -0.2095 -0.9000 -0.4043
H 0.0830 -0.3236 0.9646
O -0.7201 -2.4349 -2.0040
H -1.3290 -3.0132 -2.4634
H -0.0753 -3.0257 -1.6148
O -2.1484 -0.3214 -3.3556
H -2.3461 -0.9722 -4.0291
H -1.8214 -0.8333 -2.6158
O -1.1695 2.1013 -1.5282
H -1.0936 1.6702 -2.3795
H -0.7615 1.4917 -0.9132
O 1.4003 2.4899 0.5305
H 1.2242 3.2222 -0.0601
H 0.6374 1.9190 0.4391
O 0.5174 -1.0020 3.1998
H -0.1583 -1.3556 3.7784
H 1.1876 -1.6847 3.1682
*
```

Results of the Mulliken charge analysis, in e, for atoms 1 through 8: atom 1 (O): -0.63, atom 2 (H): 0.31, atom 3 (H): 0.35, atom 4 (O): -0.63, atom 5 (H): 0.26, atom 6 (H): 0.34, atom 7 (O): -0.64, atom 8 (H): 0.29

#c
Here is a cluster of 7 separate species, H14O7 in total from OMol25. Energies are from the ωB97M-V functional and the def2-TZVPD basis.

The SMILES is O.O.O.O.O.O.O. The value obtained for the frontier orbital gap is 10.6091 eV.

ORCA input file:
```
! wB97M-V def2-TZVPD RIJCOSX def2/J DEFGRID3
* xyz 0 1
O 2.2146 0.8307 -0.1171
H 1.9128 -0.0556 0.1896
H 2.4062 0.6669 -1.0681
O 2.2548 -1.5666 1.1887
H 2.8190 -1.2368 1.9801
H 1.2085 -1.5738 1.5092
O -0.2742 -1.8425 2.2345
H -0.1144 -2.6160 1.6265
H -0.5718 -0.9992 1.8572
O -3.4908 2.1475 -0.0943
H -4.0467 1.9672 -1.0015
H -3.0432 1.3568 0.1554
O -0.6878 -0.2704 -0.0344
H -0.2288 0.5643 -0.0529
H -0.7002 -0.8002 -0.9763
O -0.8639 -1.6350 -2.2632
H -0.1029 -2.0886 -2.5709
H -1.4632 -2.2388 -2.6648
O 0.5470 3.1413 -0.0651
H 1.0399 2.3512 0.0644
H 1.1850 3.8976 0.1031
*
```

Results of the Mulliken charge analysis, in e, for atoms 1 through 8: atom 1 (O): -0.71, atom 2 (H): 0.35, atom 3 (H): 0.32, atom 4 (O): -0.78, atom 5 (H): 0.33, atom 6 (H): 0.45, atom 7 (O): -0.75, atom 8 (H): 0.35

We find #b to be the most stable, with the next structure 0.0156 hartree higher.

#a
Here is a cluster of 7 separate species, H14O7 in total from OMol25. Energies are from the ωB97M-V functional and the def2-TZVPD basis.

The SMILES is O.O.O.O.O.O.O. The value obtained for the frontier orbital gap is 10.8412 eV.

ORCA input file:
```
! wB97M-V def2-TZVPD RIJCOSX def2/J DEFGRID3
* xyz 0 1
O 1.3701 0.2682 1.2260
H 1.1559 -0.6093 0.8897
H 1.6891 0.7448 0.4514
O -0.7949 0.1620 -0.3835
H -1.7301 0.1912 -0.1520
H -0.5174 -0.7246 -0.1267
O 0.6026 0.8775 -2.1490
H 0.1785 1.4507 -1.5005
H 0.3136 1.2300 -2.9982
O 2.3587 -1.4688 -4.0384
H 1.8227 -1.5753 -3.2444
H 3.1630 -1.9640 -3.8465
O -1.1139 -1.0201 3.2767
H -0.8900 -1.3313 4.1610
H -1.6337 -1.7390 2.8998
O -2.3207 -1.4153 -2.2708
H -2.0850 -0.4929 -2.1206
H -2.5857 -1.4417 -3.1971
O 0.3164 2.6941 4.0762
H -0.2478 2.7512 4.8556
H 0.9487 3.4124 4.1914
*
```

Results of the Mulliken charge analysis, in e, for atoms 1 through 8: atom 1 (O): -0.59, atom 2 (H): 0.28, atom 3 (H): 0.29, atom 4 (O): -0.54, atom 5 (H): 0.25, atom 6 (H): 0.26, atom 7 (O): -0.55, atom 8 (H): 0.30

#b
Here is a cluster of 7 separate species, H14O7 in total from OMol25. Energies are from the ωB97M-V functional and the def2-TZVPD basis.

The SMILES is O.O.O.O.O.O.O. The value obtained for the frontier orbital gap is 11.2375 eV.

ORCA input file:
```
! wB97M-V def2-TZVPD RIJCOSX def2/J DEFGRID3
* xyz 0 1
O -0.6411 -0.5779 -1.4334
H -1.0587 -1.1706 -2.0732
H -1.4162 -0.1253 -1.0242
O -2.6411 0.5639 0.0400
H -3.2032 -0.1261 0.4095
H -2.0396 0.8233 0.7708
O -0.5789 0.3708 1.8984
H 0.1459 0.9282 1.6098
H -0.3619 -0.5541 1.7037
O -0.2507 -2.4944 1.5798
H -1.0062 -2.8122 1.0563
H 0.1811 -3.3067 1.8823
O 1.6543 1.7409 -0.1764
H 1.0181 1.6822 -0.9041
H 2.4916 1.8993 -0.6238
O 2.6302 -0.7002 1.3035
H 2.4704 -0.0214 0.6261
H 2.7787 -0.1854 2.1081
O 0.2552 1.5251 -3.0659
H 0.2111 0.6721 -2.6043
H -0.6390 1.8685 -3.0829
*
```

Results of the Mulliken charge analysis, in e, for atoms 1 through 8: atom 1 (O): -0.70, atom 2 (H): 0.31, atom 3 (H): 0.41, atom 4 (O): -0.74, atom 5 (H): 0.31, atom 6 (H): 0.39, atom 7 (O): -0.67, atom 8 (H): 0.32

#c
Here is a cluster of 7 separate species, H14O7 in total from OMol25. Energies are from the ωB97M-V functional and the def2-TZVPD basis.

The SMILES is O.O.O.O.O.O.O. The value obtained for the frontier orbital gap is 10.1524 eV.

ORCA input file:
```
! wB97M-V def2-TZVPD RIJCOSX def2/J DEFGRID3
* xyz 0 1
O -0.0267 -0.1426 -0.2590
H -0.1478 -0.3131 -1.2087
H 0.2377 -0.9901 0.1158
O -0.2642 2.0355 1.4945
H -1.1433 2.2854 1.7981
H -0.4158 1.2871 0.8761
O 1.5250 2.3579 -2.5521
H 1.2003 1.4773 -2.7623
H 0.7773 2.9398 -2.7274
O -2.6309 -0.7524 1.2528
H -2.9358 -0.0698 1.8607
H -1.9751 -1.2520 1.7521
O -0.4957 -0.4975 -3.0829
H -1.2933 -0.7144 -3.5796
H 0.1853 -0.3693 -3.7546
O 2.5418 1.1506 1.9645
H 2.7267 0.4847 1.2931
H 2.7540 0.7261 2.8031
O -0.5298 -3.1364 1.3600
H 0.2959 -3.5302 1.0543
H -0.3856 -2.9768 2.3013
*
```

Results of the Mulliken charge analysis, in e, for atoms 1 through 8: atom 1 (O): -0.67, atom 2 (H): 0.35, atom 3 (H): 0.29, atom 4 (O): -0.61, atom 5 (H): 0.29, atom 6 (H): 0.41, atom 7 (O): -0.61, atom 8 (H): 0.28

#d
Here is a cluster of 7 separate species, H14O7 in total from OMol25. Energies are from the ωB97M-V functional and the def2-TZVPD basis.

The SMILES is O.O.O.O.O.O.O. The value obtained for the frontier orbital gap is 10.9192 eV.

ORCA input file:
```
! wB97M-V def2-TZVPD RIJCOSX def2/J DEFGRID3
* xyz 0 1
O 1.5348 -1.2965 1.9949
H 2.0568 -0.5115 2.1529
H 1.8908 -1.7535 1.2599
O -1.8472 -0.7845 -2.8331
H -2.5482 -0.2635 -3.1591
H -1.8802 -0.5185 -1.9171
O -1.0342 -1.2485 0.0259
H -0.2202 -1.7625 0.0729
H -1.1182 -1.2465 0.9519
O 0.8888 1.7255 2.7659
H 0.8678 1.3525 1.8569
H 1.6678 2.2415 2.7739
O 0.7168 1.0175 0.1099
H 0.4018 0.1765 -0.2461
H 0.0328 1.5995 -0.1431
O 1.4458 -2.1855 -0.9431
H 2.2958 -1.7265 -0.8771
H 1.3268 -2.4705 -1.8271
O -1.8592 2.3635 -0.5101
H -2.4222 2.0375 -1.2461
H -2.1962 3.2535 -0.2631
*
```

Results of the Mulliken charge analysis, in e, for atoms 1 through 8: atom 1 (O): -0.59, atom 2 (H): 0.31, atom 3 (H): 0.30, atom 4 (O): -0.59, atom 5 (H): 0.30, atom 6 (H): 0.28, atom 7 (O): -0.60, atom 8 (H): 0.27

We find #b to be the most stable, with the next structure 0.0254 hartree higher.

#a
Here is a structure of composition H14O7 from OMol25. Energies are from the ωB97M-V functional and the def2-TZVPD basis.

The value obtained for the frontier orbital gap is 8.0435 eV.

ORCA input file:
```
! wB97M-V def2-TZVPD RIJCOSX def2/J DEFGRID3
* xyz 0 1
O -0.1491 -1.9014 -0.2922
H -1.0781 -1.8069 -0.5028
H 0.1970 -1.0097 -0.3278
O 1.8100 -1.3574 -1.2813
H 1.7925 -2.0301 -0.6006
H 1.8485 -0.5305 -0.8007
O -2.5152 0.9903 -0.7920
H -1.8516 1.2453 -0.1510
H -2.7467 1.8064 -1.2354
O -1.3051 -0.6050 1.8454
H -0.5895 -0.6505 1.2113
H -1.2408 -1.4226 2.3389
O -1.1651 1.3806 0.5443
H -0.4179 0.7869 0.6177
H -0.7959 2.2508 0.6952
O 2.0934 0.4022 -0.3668
H 2.9173 -0.0228 -0.1284
H 2.1494 1.2726 0.0276
O 0.1538 0.1220 -0.0752
H -0.1923 0.7470 -0.7122
H 1.0855 0.3326 -0.0140
*
```

Results of the Mulliken charge analysis, in e, for atoms 1 through 8: atom 1 (O): -0.83, atom 2 (H): 0.31, atom 3 (H): 0.78, atom 4 (O): -0.89, atom 5 (H): 0.28, atom 6 (H): 0.59, atom 7 (O): -0.82, atom 8 (H): 0.55

#b
Here is a structure of composition H14O7 from OMol25. Energies are from the ωB97M-V functional and the def2-TZVPD basis.

The value obtained for the frontier orbital gap is 8.0173 eV.

ORCA input file:
```
! wB97M-V def2-TZVPD RIJCOSX def2/J DEFGRID3
* xyz 0 1
O 0.0488 2.3685 1.6218
H 0.5241 2.2139 0.8055
H -0.0118 3.3215 1.6875
O -2.2030 -1.3120 0.0203
H -2.1759 -2.0543 0.6241
H -1.3751 -0.8541 0.1655
O 0.9892 -0.9187 -1.2590
H 1.1294 -1.8374 -1.0296
H 1.7430 -0.6893 -1.8025
O -0.7270 -1.8399 2.1980
H -1.6336 -1.5936 2.3813
H -0.4887 -1.3230 1.4285
O -0.3224 -0.4805 0.3031
H -0.1049 0.4232 0.5318
H 0.3352 -0.7285 -0.3467
O 0.9228 1.4808 -0.0505
H 1.6910 1.4456 0.5195
H 1.2415 1.1804 -0.9017
O -0.2217 0.2626 -2.3600
H 0.3896 0.0135 -1.6668
H 0.2494 0.9213 -2.8702
*
```

Results of the Mulliken charge analysis, in e, for atoms 1 through 8: atom 1 (O): -0.70, atom 2 (H): 0.44, atom 3 (H): 0.27, atom 4 (O): -0.81, atom 5 (H): 0.27, atom 6 (H): 0.62, atom 7 (O): -0.51, atom 8 (H): 0.37

#c
Here is a cluster of 7 separate species, H14O7 in total from OMol25. Energies are from the ωB97M-V functional and the def2-TZVPD basis.

The SMILES is O.O.O.O.O.O.O. The value obtained for the frontier orbital gap is 10.4779 eV.

ORCA input file:
```
! wB97M-V def2-TZVPD RIJCOSX def2/J DEFGRID3
* xyz 0 1
O -0.7442 0.6686 -0.9833
H -0.7373 0.3678 -0.0964
H -0.2587 -0.0599 -1.4246
O 1.4656 0.5338 -0.0871
H 1.9962 -0.2485 0.1237
H 0.7319 0.4837 0.5673
O -4.6722 -2.2043 -0.7575
H -4.7905 -1.5735 -0.0576
H -4.7309 -1.7973 -1.5657
O -0.8084 4.0129 -2.0107
H -1.6994 3.9094 -1.8674
H -0.4645 3.8989 -1.0850
O 4.2342 -2.3684 -2.4364
H 4.8222 -2.9311 -1.8541
H 3.4111 -2.3828 -1.9607
O 1.8228 1.3376 2.8882
H 2.0034 1.8441 3.7093
H 1.0508 0.8551 3.1256
O -0.6682 -1.8079 1.8356
H -1.5607 -1.6147 2.2216
H -0.4033 -0.9235 1.7151
*
```

Results of the Mulliken charge analysis, in e, for atoms 1 through 8: atom 1 (O): -0.60, atom 2 (H): 0.26, atom 3 (H): 0.37, atom 4 (O): -0.56, atom 5 (H): 0.33, atom 6 (H): 0.20, atom 7 (O): -0.61, atom 8 (H): 0.31

#d
Here is a cluster of 7 separate species, H14O7 in total from OMol25. Energies are from the ωB97M-V functional and the def2-TZVPD basis.

The SMILES is O.O.O.O.O.O.O. The value obtained for the frontier orbital gap is 10.3193 eV.

ORCA input file:
```
! wB97M-V def2-TZVPD RIJCOSX def2/J DEFGRID3
* xyz 0 1
O 0.0147 1.3953 -2.5096
H -0.4743 2.0123 -3.0476
H -0.1183 1.6413 -1.6066
O -2.6053 0.8663 -1.4116
H -2.0373 0.0583 -1.5196
H -2.7293 0.8723 -0.4296
O 2.7177 0.7283 1.7704
H 2.8937 1.1463 0.9944
H 1.7457 0.7363 1.7414
O -1.1733 -1.4547 -1.7316
H -0.3153 -1.2697 -2.1666
H -1.6663 -2.0767 -2.3166
O -0.1163 -0.0187 3.3754
H 0.4257 -0.2647 4.1464
H -1.0113 -0.4077 3.4434
O 0.1807 0.7773 0.3174
H -0.2193 0.6613 1.1834
H 0.6207 0.0113 0.0254
O 1.4477 -1.5427 -0.3886
H 0.5447 -1.8047 -0.1986
H 1.8747 -2.0667 0.3284
*
```

Results of the Mulliken charge analysis, in e, for atoms 1 through 8: atom 1 (O): -0.61, atom 2 (H): 0.29, atom 3 (H): 0.30, atom 4 (O): -0.63, atom 5 (H): 0.42, atom 6 (H): 0.29, atom 7 (O): -0.61, atom 8 (H): 0.30

We find #d to be the most stable, with the next structure 0.0675 hartree higher.